(1)
{"formula": "C4H5NO", "method": "wB97M-V/def2-TZVPD", "species": ["C", "C", "C", "O", "C", "N", "H", "H", "H", "H", "H"], "xyz": [[-0.9529, -0.6602, 0.5878], [0.4987, -0.2916, 0.6887], [1.3096, 0.0277, -0.3094], [0.8502, 0.3892, -1.5973], [-0.9588, 1.9729, -1.0034], [-0.1399, 1.2618, -1.4672], [-1.6396, 0.0568, 1.0518], [-1.2630, -0.8117, -0.4489], [-1.0609, -1.6169, 1.1100], [0.9654, -0.3695, 1.6661], [2.3912, 0.0415, -0.2783]], "mulliken_charge": [-1.126, -0.085, -0.155, -0.244, -0.179, 0.091, 0.290, 0.355, 0.343, 0.310, 0.397], "de_lowest_ev": 4.520, "gap_ev": 10.67}

(2)
{"formula": "CH5N2O2Si", "method": "wB97M-V/def2-TZVPD", "species": ["C", "N", "N", "O", "O", "Si", "H", "H", "H", "H", "H"], "xyz": [[1.4420, -1.6479, 0.6824], [1.6561, -0.4004, 0.7174], [-2.5279, -1.0500, 0.4041], [-1.9236, -0.1153, -0.1643], [0.8121, 0.4057, 0.1296], [-0.6488, 0.9580, 0.4943], [0.6417, -2.2622, 0.1428], [2.2149, -2.2121, 1.1577], [-1.0987, 2.4472, 1.1606], [-0.7655, 1.4475, -0.9713], [-0.6245, 0.4766, 2.0497]], "mulliken_charge": [-0.282, -0.329, -0.287, -0.131, -0.073, 0.182, 0.221, 0.297, -0.169, -0.236, -0.193], "total_charge": -1, "de_lowest_ev": 1.875, "gap_ev": [7.58, 7.60]}

(3)
{"formula": "C15H23Cl3I2NaO2S3", "method": "wB97M-V/def2-TZVPD", "species": ["Na", "C", "C", "S", "C", "C", "S", "C", "C", "S", "H", "H", "H", "H", "H", "H", "H", "H", "H", "H", "H", "H", "I", "C", "I", "H", "H", "Cl", "C", "Cl", "Cl", "C", "O", "O", "C", "C", "C", "C", "C", "C", "H", "H", "H", "H", "H", "H", "H", "H", "H"], "xyz": [[0.3790, -0.6107, -1.9393], [3.2842, -1.0149, 1.4781], [2.0393, -0.6161, 2.2715], [0.5175, -0.5071, 1.2866], [-0.1488, 1.0967, 1.7582], [0.7222, 2.3227, 1.5033], [1.3411, 2.4540, -0.1970], [3.0989, 2.7492, 0.1231], [3.8740, 1.6596, 0.8683], [3.7570, 0.0358, 0.0880], [3.1477, -1.9875, 0.9975], [4.1271, -1.1042, 2.1674], [2.1894, 0.3366, 2.7825], [1.8780, -1.3673, 3.0467], [-0.4409, 1.0829, 2.8116], [-1.0617, 1.1484, 1.1576], [1.5816, 2.3324, 2.1734], [0.1307, 3.2133, 1.7248], [3.2017, 3.6955, 0.6585], [3.5270, 2.8928, -0.8710], [3.5348, 1.5849, 1.9009], [4.9258, 1.9508, 0.9012], [-2.3110, 4.2215, -1.9778], [-1.8859, 2.4558, -3.0745], [0.0549, 2.3809, -3.9170], [-2.5891, 2.4143, -3.8909], [-1.9518, 1.6326, -2.4207], [4.1123, -2.9856, -4.4241], [2.9599, -1.9528, -3.5595], [1.4087, -1.9336, -4.4602], [3.5925, -0.2732, -3.5443], [2.7389, -2.4304, -2.0287], [3.6992, -2.9798, -1.5107], [1.6083, -2.1327, -1.5888], [-3.5716, -2.7717, 0.5258], [-3.6536, -1.2388, 0.5129], [-5.0604, -0.8085, 0.0747], [-3.3911, -0.7154, 1.9336], [-2.6553, -0.7009, -0.4342], [-1.8517, -0.2265, -1.2392], [-4.2999, -3.1902, 1.2295], [-2.5715, -3.0947, 0.8199], [-3.7755, -3.1703, -0.4691], [-5.8128, -1.1944, 0.7722], [-5.2825, -1.1878, -0.9246], [-5.1344, 0.2804, 0.0473], [-4.1381, -1.1125, 2.6307], [-3.4477, 0.3762, 1.9512], [-2.3964, -1.0093, 2.2749]], "mulliken_charge": [1.057, -0.716, -1.101, 0.080, -0.505, -1.010, 0.090, -0.872, -0.855, 0.050, 0.360, 0.468, 0.378, 0.510, 0.451, 0.107, 0.420, 0.531, 0.384, 0.375, 0.351, 0.489, 0.011, 0.283, 0.014, 0.444, -0.651, -0.150, 0.383, -0.164, -0.146, 0.331, -0.658, -0.744, -1.607, 2.520, -1.739, -1.530, 0.182, -2.081, 0.385, 0.324, 0.389, 0.389, 0.395, 0.349, 0.462, 0.337, 0.227], "total_charge": -1, "de_lowest_ev": 0.138, "gap_ev": 7.42}

(4)
{"formula": "CH11N3O3", "method": "wB97M-V/def2-TZVPD", "species": ["N", "C", "N", "N", "H", "H", "H", "H", "H", "O", "H", "H", "O", "H", "H", "O", "H", "H"], "xyz": [[-0.2679, 1.0247, -0.1770], [-0.8650, 1.4909, 0.8377], [-1.8584, 2.4573, 0.8148], [-0.6013, 0.9916, 2.1082], [-0.3186, 1.5659, -1.0293], [-2.3575, 2.6170, 1.6746], [-2.4608, 2.4443, 0.0101], [-0.0014, 0.1787, 2.0697], [-1.4447, 0.7899, 2.6249], [0.1060, -2.1121, -0.7972], [0.7208, -2.7898, -1.1098], [-0.2816, -2.5321, -0.0186], [0.7748, -0.7816, -3.3575], [-0.1203, -0.4626, -3.2092], [1.2553, -0.4842, -2.5776], [2.1501, -1.9235, 1.1359], [3.0607, -1.7541, 0.8696], [1.6331, -1.7367, 0.3268]], "mulliken_charge": [-0.529, 0.471, -0.499, -0.548, 0.185, 0.223, 0.216, 0.260, 0.234, -0.615, 0.336, 0.273, -0.638, 0.306, 0.311, -0.658, 0.320, 0.353], "de_lowest_ev": 0.859, "gap_ev": 9.84}

(5)
{"formula": "C3H9ClO2SSi", "method": "wB97M-V/def2-TZVPD", "species": ["C", "C", "C", "O", "O", "Si", "S", "Cl", "H", "H", "H", "H", "H", "H", "H", "H", "H"], "xyz": [[-2.3183, -0.6470, 0.9074], [-0.1612, -1.0547, -1.5954], [0.9229, -0.1754, 1.1233], [2.0809, 1.8193, -1.4336], [3.0762, 2.5806, 0.6429], [-0.6408, -0.0625, 0.0105], [2.2625, 2.8795, -0.4998], [-1.0118, 1.9981, -0.5358], [-3.0960, 0.0448, 0.8676], [-2.7253, -1.5319, 0.3810], [-2.0294, -1.0865, 1.8630], [0.8119, -0.7441, -1.9478], [-0.2431, -2.2107, -1.4574], [-0.6685, -0.8330, -2.5251], [1.8227, 0.3303, 0.9264], [0.6252, -0.0521, 2.2738], [1.2921, -1.2547, 0.9989]], "mulliken_charge": [-1.166, -1.062, -0.931, -0.325, -0.395, 0.750, 0.684, -0.358, 0.344, 0.331, 0.335, 0.311, 0.266, 0.374, 0.350, 0.233, 0.259], "de_lowest_ev": 0.177, "gap_ev": 9.62}

(6)
{"formula": "C49H108As5F30N3PSr", "method": "wB97M-V/def2-TZVPD", "species": ["Sr", "C", "C", "C", "C", "N", "C", "C", "C", "C", "C", "C", "C", "H", "H", "H", "H", "H", "H", "H", "H", "H", "H", "H", "H", "H", "H", "H", "H", "H", "H", "H", "H", "H", "H", "H", "H", "C", "C", "C", "C", "N", "C", "C", "C", "C", "C", "C", "C", "H", "H", "H", "H", "H", "H", "H", "H", "H", "H", "H", "H", "H", "H", "H", "H", "H", "H", "H", "H", "H", "H", "H", "H", "C", "C", "C", "C", "N", "C", "C", "C", "C", "C", "C", "C", "H", "H", "H", "H", "H", "H", "H", "H", "H", "H", "H", "H", "H", "H", "H", "H", "H", "H", "H", "H", "H", "H", "H", "H", "C", "C", "C", "C", "P", "C", "C", "C", "C", "C", "C", "C", "C", "C", "C", "C", "C", "H", "H", "H", "H", "H", "H", "H", "H", "H", "H", "H", "H", "H", "H", "H", "H", "H", "H", "H", "H", "H", "H", "H", "H", "H", "H", "H", "H", "H", "H", "H", "H", "H", "H", "H", "H", "As", "F", "F", "F", "F", "F", "F", "As", "F", "F", "F", "F", "F", "F", "As", "F", "F", "F", "F", "F", "F", "As", "F", "F", "F", "F", "F", "F", "As", "F", "F", "F", "F", "F", "F"], "xyz": [[-0.1313, 0.4936, -0.8605], [-7.2808, -3.7816, 5.0137], [-6.8479, -3.5204, 3.6393], [-5.7187, -2.4955, 3.2570], [-6.1185, -1.0193, 3.4016], [-5.5488, -0.1453, 2.3324], [-4.0133, -0.1819, 2.4351], [-3.6277, 0.6384, 3.6645], [-4.7360, 1.6853, 3.8087], [-5.8288, 1.3002, 2.7430], [-5.9756, -0.3999, 0.9489], [-7.4726, -0.3451, 0.7160], [-7.7659, -0.4559, -0.7569], [-8.2167, -4.4069, 5.0241], [-7.5297, -2.8427, 5.5921], [-6.5294, -4.4411, 5.5116], [-7.6471, -3.2071, 2.9744], [-6.6585, -4.5456, 3.2795], [-5.3611, -2.7676, 2.2848], [-4.8208, -2.5989, 3.8441], [-5.8156, -0.5739, 4.3532], [-7.1557, -0.9216, 3.3062], [-3.7689, 0.4220, 1.5822], [-3.6549, -1.1837, 2.3208], [-2.6369, 1.0524, 3.4761], [-3.5796, 0.0648, 4.5706], [-4.3955, 2.6708, 3.5843], [-5.2117, 1.6281, 4.7496], [-5.6554, 1.8991, 1.8381], [-6.8609, 1.3206, 2.9998], [-5.5323, -1.4377, 0.7359], [-5.5245, 0.2910, 0.2770], [-7.8718, 0.5945, 1.1371], [-7.9223, -1.2176, 1.2003], [-6.9686, -1.0428, -1.2667], [-7.7960, 0.4876, -1.2033], [-8.7691, -0.8833, -0.9046], [-0.2240, -1.8732, 5.0077], [-0.0635, -1.8100, 3.4952], [0.2081, -3.2759, 3.0999], [0.3848, -3.3291, 1.5598], [0.7259, -4.7160, 1.0659], [2.1440, -5.1374, 1.3738], [2.3430, -6.2985, 0.4829], [1.5917, -5.9200, -0.8178], [0.6418, -4.7176, -0.4472], [-0.2530, -5.8292, 1.4773], [-1.6909, -5.4094, 1.3866], [-2.4887, -6.6652, 1.7098], [-0.2710, -0.8191, 5.2752], [0.6374, -2.3727, 5.5256], [-1.1245, -2.4157, 5.2611], [0.7551, -1.1095, 3.1908], [-0.9981, -1.3872, 3.0604], [-0.6062, -3.8712, 3.3748], [1.1359, -3.5219, 3.6377], [1.1769, -2.6384, 1.1341], [-0.4240, -3.0506, 0.9419], [2.2325, -5.2822, 2.4471], [2.7945, -4.2996, 1.0964], [1.9306, -7.1547, 0.9488], [3.4446, -6.4214, 0.4293], [1.1186, -6.8073, -1.2683], [2.1989, -5.5365, -1.5738], [-0.4253, -4.8100, -0.7752], [1.0406, -3.7456, -0.7395], [0.0016, -6.1034, 2.4847], [0.0155, -6.6787, 0.8234], [-1.9071, -5.0499, 0.3675], [-1.9852, -4.6268, 2.1682], [-2.4463, -7.3267, 0.8686], [-3.5245, -6.3601, 1.9008], [-2.1269, -7.1656, 2.6157], [-3.6183, 5.6326, -5.9079], [-4.8266, 4.7972, -5.3649], [-4.7687, 3.3508, -5.8491], [-3.8134, 2.4740, -4.9748], [-3.5735, 1.1219, -5.4859], [-2.6344, 0.4645, -4.4696], [-2.0126, -0.7187, -5.1831], [-1.8337, -0.2533, -6.6348], [-2.7543, 1.0115, -6.7763], [-4.9316, 0.4336, -5.5868], [-5.5314, -0.0880, -4.3100], [-6.9103, -0.7191, -4.5384], [-2.7167, 5.3839, -5.4148], [-3.7953, 6.6651, -5.6294], [-3.5278, 5.7035, -7.0071], [-5.7752, 5.1736, -5.7821], [-4.9117, 4.8461, -4.2611], [-4.3326, 3.4330, -6.8457], [-5.7439, 2.9180, -5.9270], [-4.1031, 2.3532, -3.9546], [-2.8137, 2.9139, -4.9930], [-3.1085, 0.1956, -3.5923], [-1.8911, 1.1738, -4.1883], [-2.7225, -1.6070, -5.0920], [-1.0392, -0.9862, -4.8153], [-2.1319, -1.0991, -7.3063], [-0.7945, -0.0375, -6.9114], [-3.4300, 1.0210, -7.5989], [-2.0734, 1.8632, -6.8330], [-4.7131, -0.3150, -6.3862], [-5.5662, 1.2162, -6.0096], [-5.4476, 0.8119, -3.6145], [-4.8688, -0.8385, -3.8821], [-7.4243, -0.8414, -3.6139], [-6.8430, -1.6277, -5.0955], [-7.6061, -0.1404, -5.1625], [4.4924, 1.1615, 6.1093], [4.1529, 0.6251, 4.7071], [4.7812, 1.4227, 3.5538], [5.3379, 0.6940, 2.3528], [6.5075, 1.8022, 1.5112], [8.0678, 1.9444, 2.3842], [9.2288, 2.6766, 1.6540], [10.4551, 2.8242, 2.5914], [11.5658, 1.8299, 2.4040], [6.8633, 1.1921, -0.1766], [7.6504, -0.0987, -0.2974], [8.3995, -0.1561, -1.6495], [9.4139, 0.9567, -1.7818], [5.7067, 3.4556, 1.4170], [4.6446, 3.5589, 0.3101], [4.1456, 5.0656, 0.2005], [2.8966, 5.1908, -0.6788], [4.2639, 2.1798, 6.2550], [5.5722, 0.9182, 6.3246], [3.9408, 0.6262, 6.8514], [3.1072, 0.5278, 4.4511], [4.5213, -0.4084, 4.7373], [5.6074, 2.0010, 4.0803], [4.0378, 2.1659, 3.2107], [4.6186, 0.5274, 1.5738], [5.8734, -0.2241, 2.5202], [8.3959, 0.9885, 2.8007], [7.7748, 2.5302, 3.2485], [8.9002, 3.6388, 1.2694], [9.5353, 2.1762, 0.7426], [10.1230, 2.8631, 3.6396], [10.8144, 3.8454, 2.4800], [11.0716, 0.8480, 2.5793], [12.4292, 1.9256, 3.0803], [11.9064, 1.7567, 1.3618], [7.2781, 2.0145, -0.8212], [5.8682, 0.9606, -0.6347], [6.9388, -0.8763, -0.0633], [8.4338, -0.1552, 0.4315], [7.8041, -0.1114, -2.5839], [8.9094, -1.1007, -1.8000], [9.9405, 0.7454, -2.7163], [10.2091, 0.9767, -1.0327], [9.1690, 2.0032, -1.8751], [6.4612, 4.2120, 1.1848], [5.2927, 3.5797, 2.3931], [3.9096, 2.8339, 0.5125], [5.1161, 3.2934, -0.6139], [5.0496, 5.6160, -0.1774], [3.9151, 5.4965, 1.1986], [3.2422, 5.0176, -1.7105], [2.3792, 6.1099, -0.4948], [2.2054, 4.4205, -0.5228], [0.9712, 2.4759, -4.2453], [1.7569, 3.5911, -5.2752], [1.6773, 0.9995, -4.8548], [0.1653, 1.3961, -2.9577], [0.1660, 3.7309, -3.4030], [-0.4575, 2.2527, -5.3133], [2.2915, 2.6057, -3.1498], [3.0749, -1.2282, -1.3913], [4.1663, -0.8629, -0.1452], [4.3594, -0.9868, -2.4894], [1.8779, -1.6148, -2.6106], [1.7093, -1.4504, -0.1522], [2.3871, 0.4598, -1.5305], [3.3630, -2.8929, -1.1930], [1.0303, 2.0417, 2.2877], [2.0264, 3.1993, 2.6919], [1.6479, 2.1788, 0.6553], [-0.0107, 0.6773, 1.6290], [0.5808, 1.8401, 3.9277], [-0.2957, 3.0931, 2.0731], [2.2295, 0.8306, 2.5338], [-2.8144, -1.8807, -1.2684], [-1.5168, -0.9954, -2.1914], [-3.5883, -2.1862, -2.7566], [-4.0193, -2.6519, -0.3409], [-1.8125, -1.5434, 0.1344], [-3.6956, -0.4866, -1.0750], [-2.0186, -3.3858, -1.3565], [-2.6556, 2.9547, -0.5896], [-4.2201, 2.4183, -0.3400], [-2.1664, 1.3726, 0.0974], [-0.9642, 3.4118, -0.8165], [-3.1845, 4.4857, -1.1414], [-2.7008, 3.5555, 1.0152], [-2.7099, 2.2436, -2.1506]], "mulliken_charge": [0.888, -1.189, -0.871, -0.475, -1.013, 0.588, 0.280, -0.576, -1.190, -0.723, 0.069, -0.449, -1.421, 0.344, 0.302, 0.301, 0.315, 0.403, 0.073, 0.612, 0.711, 0.793, -1.064, 0.525, 0.319, 0.546, 0.503, 0.349, 0.263, 0.630, -0.054, 0.237, 0.303, 0.181, 0.186, 0.452, 0.436, -1.934, 2.599, -1.180, 0.222, 0.583, -0.432, -0.842, -0.867, 0.530, -1.241, 1.229, -1.647, 0.506, 0.386, 0.407, -1.002, -0.735, 0.629, 0.403, -0.489, 0.011, 0.437, 0.289, 0.352, 0.498, 0.341, 0.463, -0.041, -0.188, 0.504, 0.657, -0.309, -0.191, 0.416, 0.383, 0.396, -1.232, -0.605, -0.704, -0.563, 1.423, -0.248, -0.771, -0.869, -0.934, -1.589, 1.220, -1.624, 0.317, 0.415, 0.336, 0.356, 0.314, 0.361, 0.544, 0.100, 0.360, 0.418, -0.286, 0.242, 0.532, 0.348, 0.315, 0.667, 0.351, 0.490, 0.437, 0.191, -0.389, 0.287, 0.443, 0.393, -1.581, -0.184, -0.399, 0.278, 0.677, -1.108, 0.207, -0.841, -1.075, -0.713, -0.710, -0.648, -1.193, -1.312, 0.048, -0.662, -0.992, 0.379, 0.342, 0.483, -0.031, 0.286, 0.555, -0.302, -0.434, 0.886, 0.486, 0.713, 0.324, -0.324, 0.349, 0.404, 0.256, 0.372, 0.264, 0.435, 0.259, 0.329, 0.284, 0.263, 0.483, 0.424, 0.245, 0.360, 0.699, 0.639, -0.319, 0.415, 0.406, 0.385, 0.311, 0.419, 0.005, 1.816, -0.478, -0.485, -0.226, -0.441, -0.430, -0.429, 2.185, -0.280, -0.434, -0.500, -0.499, -0.392, -0.458, 2.267, -0.388, -0.475, -0.534, -0.502, -0.448, -0.675, 2.087, -1.300, -0.487, -0.473, -0.446, -0.293, -0.492, 2.344, -0.427, -0.301, -0.453, -0.492, -0.512, -0.565], "total_charge": 1, "de_lowest_ev": 0.278, "gap_ev": 10.70}